# C52H135N7O24

A 12-piece molecular cluster, C52H135N7O24 overall at a distorted geometry (ωB97M-V/def2-TZVPD, the Open Molecules 2025 dataset).

Atoms and positions in Å:
C: 6.06100 5.16578 -7.48946
O: 4.81881 4.84893 -6.93887
C: 4.38790 3.50661 -7.28533
C: 4.68810 2.62480 -6.12854
N: 3.85123 3.00011 -4.97684
C: 4.24162 2.38138 -3.73819
C: 3.36656 3.15846 -2.70398
O: 3.47427 2.54106 -1.42835
C: 3.37262 3.41822 -0.30973
H: 6.79866 4.33604 -7.26358
H: 6.27841 6.00347 -6.85987
H: 6.17070 5.27202 -8.59946
H: 4.88730 3.05507 -8.16214
H: 3.32863 3.44372 -7.56000
H: 5.80491 2.62421 -5.97241
H: 4.42876 1.60904 -6.34148
H: 3.75125 3.98266 -4.85152
H: 5.28092 2.55418 -3.42183
H: 3.97953 1.30874 -3.70466
H: 2.27005 3.23534 -2.99609
H: 3.63863 4.17622 -2.60603
H: 3.97608 4.30679 -0.47554
H: 3.77822 2.97858 0.55247
H: 2.37905 3.77979 -0.11843
C: -3.87720 -7.53834 -1.35830
O: -3.08952 -6.73732 -0.43966
C: -3.94756 -6.25928 0.62393
C: -4.80673 -5.11596 0.09616
N: -4.04874 -3.88087 -0.25225
C: -3.84775 -2.90479 0.77052
C: -5.10679 -2.15015 0.91993
O: -4.88734 -1.14766 1.92833
C: -5.82069 -0.13318 1.96280
H: -3.19718 -8.17097 -1.89551
H: -4.44725 -6.92759 -2.06858
H: -4.58568 -8.14875 -0.77397
H: -3.33935 -5.81163 1.39516
H: -4.50012 -7.06982 1.09709
H: -5.68900 -4.88726 0.71864
H: -5.23539 -5.49034 -0.81707
H: -3.14796 -4.05904 -0.78290
H: -3.11863 -2.16423 0.44940
H: -3.56223 -3.28683 1.75627
H: -6.05315 -2.75206 1.24584
H: -5.32342 -1.59714 -0.02145
H: -6.02929 0.32878 0.93864
H: -5.53780 0.62273 2.67107
H: -6.74527 -0.44302 2.39401
C: -5.64890 0.55291 -1.88105
O: -6.13884 1.87438 -1.60731
C: -5.10993 2.79915 -1.97374
C: -5.41150 4.12285 -1.26289
N: -6.74036 4.54519 -1.57412
C: -7.13193 5.81222 -0.88933
C: -8.63249 6.01639 -1.13283
O: -9.32422 4.88339 -0.75805
C: -10.63902 4.86429 -1.28476
H: -4.72820 0.26253 -1.34889
H: -5.38028 0.54127 -2.94771
H: -6.41552 -0.14710 -1.68591
H: -5.16265 2.92519 -3.09502
H: -4.16513 2.45899 -1.66780
H: -4.70051 4.89634 -1.45692
H: -5.28024 3.84039 -0.17852
H: -7.39893 3.85466 -1.27749
H: -6.62851 6.66857 -1.31430
H: -6.84499 5.76613 0.19067
H: -8.73807 6.16310 -2.28149
H: -8.98483 6.88997 -0.65712
H: -11.00965 5.88059 -1.28343
H: -11.11591 4.21887 -0.54650
H: -10.58363 4.39045 -2.19728
C: 3.04070 -1.28435 -1.33438
O: 1.97435 -0.62596 -0.72126
C: 0.76296 -0.74078 -1.48686
C: -0.21010 0.33691 -0.99549
N: 0.24039 1.64647 -1.59195
C: -0.09158 2.75450 -0.69456
C: -1.59659 2.76757 -0.43242
O: -1.86590 2.05250 0.73845
C: -3.28088 2.14051 1.08376
H: 2.88489 -2.35618 -1.37854
H: 3.89024 -1.21067 -0.60377
H: 3.28640 -0.82589 -2.30924
H: 0.34179 -1.73478 -1.38695
H: 1.07038 -0.65869 -2.53870
H: -0.23090 0.43294 0.08225
H: -1.21431 0.09744 -1.31706
H: 1.26309 1.56517 -1.61397
H: 0.33920 3.59834 -1.23475
H: 0.43724 2.78335 0.28282
H: -2.12749 2.28617 -1.21975
H: -1.93374 3.82047 -0.22736
H: -3.47147 3.17893 1.39099
H: -3.43597 1.49072 1.92882
H: -3.92792 1.94229 0.25870
C: 0.64632 4.47763 8.22127
O: 0.12567 3.18693 8.09376
C: -0.56813 2.89695 6.86436
C: -1.32822 1.66243 7.06775
N: -2.60006 1.93455 7.72603
C: -3.38347 0.75151 8.07894
C: -3.85714 0.12250 6.81480
O: -2.99663 -0.81691 6.36131
C: -3.11181 -1.36077 5.11297
H: 1.37656 4.78705 7.49789
H: 1.13958 4.55892 9.20749
H: -0.17027 5.23671 8.28390
H: 0.12907 2.79325 6.04018
H: -1.23552 3.77910 6.61343
H: -0.75300 0.90210 7.65115
H: -1.42467 1.16666 6.07678
H: -2.33096 2.38083 8.58323
H: -4.22381 1.17994 8.62171
H: -2.86235 0.02219 8.70385
H: -4.08861 0.83135 6.00358
H: -4.88044 -0.33024 7.13494
H: -2.21407 -1.94995 4.96434
H: -3.04301 -0.58741 4.33480
H: -3.99646 -1.95360 4.81947
C: 7.71998 3.73019 3.20027
O: 6.84383 3.96884 4.28397
C: 5.43889 3.92213 3.87961
C: 4.84054 2.50868 3.69225
N: 4.60898 1.93799 5.00367
C: 4.13066 0.53158 4.90222
C: 2.59898 0.43987 4.78784
O: 2.14269 0.96550 3.57251
C: 0.77894 0.83499 3.26200
H: 7.65844 4.48058 2.40218
H: 7.56310 2.76665 2.66254
H: 8.66369 3.87448 3.62973
H: 5.32906 4.54292 3.08079
H: 4.90963 4.34787 4.70614
H: 5.42841 1.96003 3.00350
H: 3.88237 2.59106 3.18957
H: 5.45936 1.89799 5.57363
H: 4.40497 0.04226 5.83473
H: 4.55789 -0.06281 4.11780
H: 2.20569 0.96582 5.69497
H: 2.42694 -0.64425 4.86180
H: 0.52926 1.25571 2.24777
H: 0.12432 1.40791 3.91285
H: 0.52647 -0.21804 3.35329
C: 3.43624 -1.69046 -6.29065
O: 2.83222 -2.28529 -5.16054
C: 2.52445 -3.68289 -5.35894
C: 1.85242 -4.24822 -4.12293
N: 0.65891 -3.54788 -3.61324
C: -0.52600 -3.62742 -4.45429
C: -1.70213 -3.22326 -3.65156
O: -1.65367 -1.85638 -3.32851
C: -2.85525 -1.36191 -2.78034
H: 3.74155 -0.69427 -6.02100
H: 2.75935 -1.62593 -7.10061
H: 4.37504 -2.22372 -6.58432
H: 3.46777 -4.16578 -5.55612
H: 2.00375 -3.79642 -6.28057
H: 2.66217 -4.35174 -3.35602
H: 1.57756 -5.32272 -4.31385
H: 0.86327 -2.55926 -3.52150
H: -0.73828 -4.67149 -4.72288
H: -0.48189 -3.07004 -5.48726
H: -1.64090 -3.86928 -2.78607
H: -2.64929 -3.48619 -4.08805
H: -3.70590 -1.98377 -2.96754
H: -3.03205 -0.34728 -3.26305
H: -2.69330 -1.16322 -1.74096
O: 1.62781 0.64940 -4.51985
C: 0.61649 0.60162 -5.50624
C: -0.27040 1.87977 -5.63377
O: -0.98024 2.25093 -4.43060
H: 2.23127 1.38687 -4.67115
H: 1.09516 0.41453 -6.47800
H: 0.03747 -0.34109 -5.30904
H: -0.93648 1.54471 -6.43818
H: 0.26132 2.81460 -5.89182
H: -0.65593 1.72950 -3.67150
O: 5.04342 -2.97807 1.64476
C: 4.63745 -3.18193 2.99341
C: 4.27886 -4.66717 3.16176
O: 3.36217 -5.04109 2.11748
H: 4.57247 -3.58040 1.11767
H: 5.51468 -2.87020 3.63287
H: 3.85039 -2.45447 3.24575
H: 3.85189 -4.96949 4.15243
H: 5.17603 -5.19778 3.08804
H: 2.49208 -4.99873 2.47641
O: -0.95259 -3.47889 0.61998
C: 0.05179 -2.64765 1.21615
C: 0.35728 -3.21293 2.60477
O: 0.65268 -4.62740 2.51314
H: -0.58137 -4.12959 -0.03108
H: 0.92961 -2.55499 0.60562
H: -0.38982 -1.65244 1.31891
H: -0.56323 -3.02608 3.25370
H: 1.24142 -2.62864 3.06004
H: 0.07945 -5.00987 1.83439
O: 5.75851 -0.00055 2.06774
C: 6.72169 -0.01400 1.09375
C: 6.46498 1.04245 0.02220
O: 5.27379 0.76948 -0.68068
H: 5.25975 -0.79757 2.13596
H: 7.73988 0.11731 1.60705
H: 6.65622 -0.92321 0.37974
H: 7.31901 1.02374 -0.71474
H: 6.53465 2.03909 0.51551
H: 4.81252 1.58902 -0.93794
O: 0.72762 -4.97959 -1.05996
C: 0.50776 -6.37301 -1.29855
C: 0.51095 -7.09340 0.01141
O: -0.52991 -6.69749 0.86977
H: 0.54089 -4.53391 -1.90535
H: -0.45897 -6.63098 -1.90151
H: 1.31315 -6.78069 -1.87002
H: 1.46486 -6.87418 0.50806
H: 0.61198 -8.11603 -0.21859
H: -1.35781 -6.77847 0.37208

## Properties
* multiplicity: 1
* calculated total energy: -4250.77305 Eh
* molecular weight: 1242.677 g/mol
* LUMO level: 0.41 eV
* orbital gap: 0.32176 Eh
* max |F|: 0.07580 hartree/bohr
* SMILES: COCCNCCOC.COCCNCCOC.COCCNCCOC.COCCNCCOC.COCCNCCOC.COCCNCCOC.COCCNCCOC.OCCO.OCCO.OCCO.OCCO.OCCO

Results of the Löwdin charge analysis, in e, for atoms 1 through 8: -0.135 -0.190 -0.214 -0.207 -0.065 -0.181 -0.184 -0.227

# C52H139F6N12O18S2Ti

C52H139F6N12O18S2Ti as an isolated structure at a distorted geometry (ωB97M-V/def2-TZVPD, the Open Molecules 2025 dataset).

Atoms and positions in Å:
Ti: -0.95971 4.72751 -2.97933
C: -0.43098 0.41500 1.03543
F: -1.16746 -0.62967 1.53128
F: -0.88993 1.54432 1.61053
F: 0.82925 0.25555 1.42925
S: -0.61214 0.48639 -0.94778
O: -0.78814 -0.93225 -1.30947
O: -1.78200 1.28190 -1.12323
N: 0.70889 1.40048 -1.50168
S: 1.69737 0.38212 -2.11491
O: 2.12026 -0.62749 -1.14774
O: 1.33019 -0.10941 -3.45429
C: 3.25406 1.55492 -2.41512
F: 2.89408 2.61289 -3.15774
F: 3.74851 1.86326 -1.21017
F: 4.14987 0.88175 -3.08884
C: 2.71364 5.38164 2.32649
C: 1.32006 5.82424 1.78691
C: 0.80886 7.21391 2.27398
O: 0.66383 7.32721 3.69200
C: -0.57075 6.86380 4.18170
N: 1.41254 5.82523 0.30540
H: 2.97165 4.36495 2.03008
H: 2.76703 5.51059 3.40752
H: 3.58685 5.89560 1.92468
H: 0.54757 5.13714 2.13227
H: -0.13460 7.46040 1.78693
H: 1.58128 7.91909 1.96707
H: -0.84740 5.85806 3.86536
H: -1.32726 7.37521 3.58651
H: -0.80083 6.90101 5.24649
H: 2.29814 6.28596 0.15193
H: 1.45885 4.82652 0.16213
C: 2.78477 -9.80977 -1.62420
C: 3.80692 -8.84317 -2.15351
C: 3.29319 -7.44128 -2.41696
O: 2.15712 -7.44703 -3.31578
C: 1.50661 -6.19736 -3.49557
N: 4.90856 -8.96161 -1.22483
H: 2.60072 -9.56404 -0.57833
H: 3.08210 -10.85702 -1.56984
H: 1.89195 -9.64592 -2.22763
H: 4.16325 -9.29582 -3.07885
H: 4.05517 -6.78602 -2.83901
H: 2.91062 -6.96515 -1.51417
H: 0.64301 -6.39019 -4.13206
H: 2.12726 -5.46591 -4.01312
H: 1.18148 -5.69627 -2.58382
H: 5.59987 -8.28978 -1.52620
H: 4.69096 -8.67269 -0.28182
C: -9.99441 7.74031 4.01801
C: -10.33612 7.05204 5.37095
C: -9.04328 6.51508 5.99400
O: -8.43110 5.58092 5.15065
C: -7.26252 5.01046 5.79469
N: -11.01891 8.05685 6.17913
H: -9.19623 8.48173 4.05421
H: -10.81699 8.24629 3.51260
H: -9.53431 7.05367 3.30741
H: -10.96555 6.19011 5.14963
H: -9.39226 5.95751 6.86315
H: -8.38637 7.38037 6.08257
H: -6.52337 5.76056 6.07592
H: -6.71138 4.39105 5.08711
H: -7.49501 4.40163 6.66840
H: -11.18407 7.54065 7.03139
H: -11.92336 8.24802 5.77229
C: -6.72050 -1.69011 8.17243
C: -6.65927 -3.02806 7.49092
C: -5.67685 -4.00698 8.25862
O: -4.31634 -3.53349 8.22183
C: -3.67523 -3.85289 6.96449
N: -7.97166 -3.53739 7.23089
H: -5.74850 -1.20261 8.24767
H: -7.07958 -1.79917 9.19579
H: -7.35824 -0.98782 7.63562
H: -6.27377 -2.81848 6.49314
H: -5.78022 -5.00791 7.83965
H: -6.02189 -4.24364 9.26512
H: -3.65149 -4.92707 6.78102
H: -2.63538 -3.54793 6.84690
H: -4.13372 -3.34448 6.11631
H: -8.58698 -2.87328 6.78319
H: -7.77367 -4.22088 6.51413
C: -2.62355 -3.22653 -8.02595
C: -3.33190 -1.96844 -7.49043
C: -4.04070 -2.12350 -6.09268
O: -5.13420 -3.03858 -5.99010
C: -5.80660 -3.00657 -4.75174
N: -2.37683 -0.86325 -7.43798
H: -2.41769 -3.18143 -9.09538
H: -3.36142 -4.01658 -7.88647
H: -1.65547 -3.31814 -7.53347
H: -4.07415 -1.65202 -8.22327
H: -4.40553 -1.13057 -5.82979
H: -3.32187 -2.41822 -5.32814
H: -5.25181 -3.01369 -3.81352
H: -6.32149 -3.96513 -4.68736
H: -6.50789 -2.17256 -4.72501
H: -1.85518 -0.86316 -8.30284
H: -1.72250 -1.21317 -6.75277
C: -2.87830 -11.34696 5.42759
C: -3.70866 -10.47443 4.42492
C: -2.78222 -9.57850 3.54324
O: -3.48551 -8.65483 2.76991
C: -2.60670 -8.03799 1.77431
N: -4.53434 -11.35008 3.50496
H: -2.12649 -11.92431 4.88949
H: -3.44156 -12.00015 6.09404
H: -2.33245 -10.65538 6.06937
H: -4.33229 -9.77602 4.98296
H: -2.26898 -10.27456 2.87977
H: -2.00315 -9.04239 4.08522
H: -3.03365 -7.16130 1.28725
H: -2.33484 -8.78053 1.02409
H: -1.64486 -7.74020 2.19178
H: -5.11188 -11.92033 4.10609
H: -5.20897 -10.84458 2.94867
C: 4.19450 0.26223 -9.43446
C: 3.59353 -0.80289 -10.30269
C: 3.77195 -2.17158 -9.66705
O: 5.09535 -2.47912 -9.25465
C: 5.19939 -2.70284 -7.83389
N: 2.18484 -0.53250 -10.57744
H: 3.96159 1.24857 -9.83570
H: 5.27600 0.16089 -9.34400
H: 3.80252 0.16703 -8.42185
H: 4.08067 -0.82191 -11.27759
H: 3.63151 -2.85876 -10.50141
H: 3.00302 -2.38718 -8.92518
H: 4.57368 -3.51130 -7.45575
H: 4.94960 -1.82472 -7.23841
H: 6.19311 -3.00657 -7.50470
H: 2.14927 0.17670 -11.29569
H: 2.03863 -1.36929 -11.12379
C: -5.71488 7.17181 -0.00737
C: -6.03681 7.45256 -1.42065
C: -6.00180 9.01368 -1.71682
O: -7.16100 9.59706 -1.15093
C: -7.08419 11.05885 -1.03046
N: -5.05430 6.72768 -2.21600
H: -6.44138 7.69404 0.61518
H: -4.73248 7.57247 0.24254
H: -5.78757 6.10339 0.19583
H: -7.04083 7.10414 -1.66285
H: -6.00085 9.27389 -2.77531
H: -5.07758 9.44690 -1.33438
H: -6.40012 11.54362 -0.33395
H: -8.06397 11.41752 -0.71501
H: -6.83503 11.50652 -1.99254
H: -5.41385 6.63833 -3.15559
H: -5.26026 5.78852 -1.90672
C: 13.08318 4.75366 -3.75601
C: 13.01996 6.31825 -3.58546
C: 11.68313 6.79068 -2.99834
O: 10.59556 6.18891 -3.65895
C: 9.26766 6.43469 -3.13235
N: 14.08558 6.72571 -2.72158
H: 12.71484 4.35879 -2.80918
H: 14.07328 4.34891 -3.96572
H: 12.43027 4.41493 -4.56042
H: 13.18849 6.81467 -4.54111
H: 11.61449 7.87036 -3.13128
H: 11.54848 6.51293 -1.95295
H: 8.57914 5.96505 -3.83483
H: 9.11223 7.50521 -3.26625
H: 9.08111 6.06616 -2.12365
H: 14.94825 6.35046 -3.08913
H: 14.19716 7.72573 -2.63429
C: 12.73141 -5.52301 -5.85002
C: 13.36720 -4.19608 -6.34611
C: 13.04785 -2.96716 -5.51217
O: 11.69835 -2.74415 -5.50640
C: 11.29439 -1.84590 -4.52580
N: 14.75743 -4.57099 -6.46895
H: 13.09572 -6.44386 -6.30545
H: 11.65359 -5.52309 -6.01249
H: 12.77369 -5.64111 -4.76726
H: 12.95452 -3.86735 -7.29991
H: 13.46947 -2.08069 -5.98600
H: 13.46037 -3.16696 -4.52323
H: 11.70854 -0.84018 -4.59723
H: 11.47746 -2.31400 -3.55860
H: 10.22115 -1.76721 -4.69921
H: 14.89576 -5.21991 -7.23044
H: 15.29120 -3.73804 -6.67235
C: -13.39703 -0.37203 2.51921
C: -12.03814 -0.50595 3.22932
C: -11.05442 0.63816 2.89869
O: -10.81815 0.72159 1.49788
C: -9.71311 1.55020 1.17043
N: -12.40308 -0.52919 4.65746
H: -13.99297 -1.26176 2.72252
H: -13.24185 -0.37753 1.44032
H: -13.96362 0.54280 2.69284
H: -11.64450 -1.48168 2.94453
H: -10.13258 0.45582 3.45101
H: -11.48521 1.59763 3.18493
H: -9.78840 1.83591 0.12123
H: -8.78561 0.98350 1.25223
H: -9.78955 2.42213 1.82005
H: -12.61083 0.41503 4.94967
H: -13.23618 -1.09851 4.61375
C: 9.83772 2.29819 0.88504
C: 9.68216 3.32818 2.08164
O: 10.01402 2.62073 3.28667
H: 9.02092 1.57655 0.89863
H: 10.73768 1.69398 0.99960
H: 9.84025 2.79380 -0.08577
H: 8.66196 3.70446 2.15715
H: 10.41246 4.13624 2.03911
H: 10.14451 3.29308 3.95936
C: 3.16261 -4.21538 3.81098
C: 4.07860 -5.33260 4.27500
O: 3.30576 -6.45016 3.98900
H: 2.35026 -3.97527 4.49694
H: 2.69794 -4.35078 2.83433
H: 3.75334 -3.30038 3.76730
H: 4.29495 -5.30016 5.34282
H: 5.02644 -5.36363 3.73765
H: 3.79958 -7.27310 4.01163
C: -1.25229 1.30997 8.21098
C: -1.67899 1.85149 9.55955
O: -2.49358 2.94562 9.16048
H: -0.67957 0.40474 8.41255
H: -0.60472 1.97631 7.64111
H: -2.07756 1.00642 7.56686
H: -0.96347 2.29538 10.25171
H: -2.43629 1.16522 9.93854
H: -2.88530 3.27166 9.97403

## Properties
* multiplicity: 4
* calculated total energy: -6320.34274 Eh
* molecular weight: 1446.739 g/mol
* LUMO level (alpha / beta): -2.64 / -2.51 eV
* orbital gap (alpha / beta): 0.23322 / 0.23796 Eh
* max |F|: 0.09040 hartree/bohr

Results of the Löwdin charge analysis, in e, for atoms 1 through 8: 0.910 -0.579 0.100 0.101 0.127 0.643 -0.303 -0.345